<w>
Molecular formula: C4H13NS
Method: DFT, the ωB97M-V functional and the def2-TZVPD basis

Last column: natural (NBO) charge in e.
CARTESIAN COORDINATES (ANGSTROEM)
C 1.02 -1.60 -2.22  -0.634
C 0.82 -2.44 -0.96  -0.493
S -0.53 -1.67 0.05  -0.074
H 1.43 -0.64 -2.06  0.222
H 0.09 -1.35 -2.73  0.210
H 1.50 -2.22 -2.99  0.217
H 1.71 -2.46 -0.34  0.210
H 0.53 -3.59 -1.10  0.219
C -0.33 1.48 1.95  -0.628
C -0.31 2.91 1.40  -0.226
N -0.12 2.72 -0.11  -0.873
H -0.24 1.54 3.02  0.204
H -1.31 0.98 1.93  0.204
H 0.50 0.87 1.58  0.227
H -1.28 3.40 1.61  0.181
H 0.65 3.39 1.69  0.193
H -0.60 -0.50 -0.60  0.122
H 0.29 3.61 -0.54  0.362
H -1.08 2.44 -0.54  0.355

The calculation puts the HOMO energy at -8.77 eV. The LUMO energy is 1.00 eV. The HOMO-LUMO gap is 9.8 eV. Its SMILES is CCN.CCS.



<x>
Molecular formula: C4H13NS
Method: DFT, the ωB97M-V functional and the def2-TZVPD basis

Last column: natural (NBO) charge in e.
CARTESIAN COORDINATES (ANGSTROEM)
C 0.52 2.45 1.96  -0.720
S 1.30 2.06 0.33  -0.282
H 1.19 3.02 2.57  0.213
H -0.40 3.03 1.88  0.198
H 0.25 1.47 2.43  0.198
C 1.31 -1.94 -0.27  -0.627
C -0.16 -1.57 -0.43  -0.218
N -0.30 -0.13 -0.86  -0.592
C -1.77 0.15 -1.04  -0.427
H 1.80 -1.48 0.61  0.229
H 1.37 -3.01 -0.22  0.214
H 1.94 -1.72 -1.15  0.209
H -0.65 -2.25 -1.19  0.173
H -0.72 -1.73 0.46  0.195
H 0.16 -0.13 -1.79  0.370
H 0.28 0.96 -0.02  0.249
H -2.20 -0.46 -1.87  0.195
H -1.81 1.15 -1.39  0.210
H -2.12 0.12 -0.01  0.210

The calculation puts the HOMO energy at -7.73 eV. The LUMO energy is 0.76 eV. The HOMO-LUMO gap is 8.5 eV. Its SMILES is CCNC.CS.



So which one is most stable? That would be <w>, about 0.065 eV below the next structure.